No. 1
C35H42Cl2EuN2O3P as an isolated structure. Source: the OMol25 dataset; level of theory: wB97M-V/def2-TZVPD.

HOMO energy (spin up / spin down) = -0.37 / -4.15 eV
<S²> = 15.777
LUMO energy (spin up / spin down) = 2.206 / 2.158 eV
multiplicity = 8
total charge = -1

Atoms and positions in Å:
O: -1.62393 0.68112 0.64421
C: -2.80062 0.99518 -0.04442
C: -3.93738 0.08465 0.35788
C: -3.69807 -1.11431 1.02050
H: -2.67851 -1.35980 1.27736
C: -4.74163 -1.96507 1.35577
H: -4.53453 -2.90131 1.86017
C: -6.05027 -1.62045 1.04477
H: -6.86701 -2.28203 1.30429
C: -6.30327 -0.41467 0.40301
H: -7.32053 -0.13160 0.16413
C: -5.25377 0.42627 0.06232
H: -5.45343 1.36368 -0.44241
H: -3.11155 2.01916 0.19060
C: -1.69237 2.14472 -1.97935
C: -2.48366 0.95804 -1.53378
H: -1.82517 2.38410 -3.03115
H: -0.63276 1.98804 -1.78611
H: -1.97998 3.02612 -1.40079
C: -2.85531 -0.06314 -2.30875
C: -2.57789 -0.25701 -3.76098
H: -3.44859 -0.84916 -1.85389
H: -3.47797 -0.31522 -4.36666
H: -2.00956 -1.17523 -3.92969
H: -1.96291 0.55566 -4.15653
Eu: 0.00000 0.00000 0.00000
Cl: -0.47031 -2.24227 0.37711
Cl: -0.55178 -0.12876 -2.24682
C: 2.21978 -1.37319 -1.32097
O: 1.98170 -0.53514 -0.43604
N: 3.44850 -1.81217 -1.60683
C: 4.62726 -1.06209 -1.22467
C: 3.64806 -3.06794 -2.29685
H: 1.42061 -1.80350 -1.92238
H: 4.32009 -0.20469 -0.63830
H: 5.16516 -0.72308 -2.11036
H: 5.29473 -1.68651 -0.63074
H: 2.70433 -3.59829 -2.37458
H: 4.35641 -3.69502 -1.75443
H: 4.03682 -2.89705 -3.30127
H: 2.71335 4.65660 -0.50004
H: 1.57338 5.52827 1.82794
C: 1.65808 4.53136 -0.74523
C: 0.63920 5.13503 1.42803
N: 0.91030 4.12679 0.42601
H: 1.55985 3.77897 -1.52032
C: 0.41966 2.89147 0.53035
O: 0.70134 1.97162 -0.25656
H: 0.06282 4.68835 2.22914
H: -0.27658 2.73417 1.35245
H: 1.27037 5.47099 -1.13596
H: 0.07423 5.95982 0.99110
C: -0.84416 -3.95943 5.38955
C: -1.67279 -2.97443 4.85245
C: -1.13047 -1.95789 4.06197
C: 0.24834 -1.90928 3.79180
C: 1.07801 -2.90781 4.35522
C: 0.52905 -3.92240 5.14529
P: 0.81319 -0.58290 2.66205
C: 0.69262 0.62310 4.00005
C: -0.23508 1.66904 3.98492
C: -0.29483 2.56866 5.05853
C: 0.56050 2.41872 6.15491
C: 1.47664 1.36792 6.18391
C: 1.54215 0.47720 5.11462
C: 2.45853 -1.27707 2.29932
C: 3.60691 -0.56713 2.68770
C: 4.88056 -1.10891 2.48525
C: 5.02238 -2.36563 1.89478
C: 3.89239 -3.07608 1.49157
C: 2.61774 -2.53930 1.68878
H: -1.26608 -4.75247 5.99351
H: -2.73853 -3.00416 5.03867
H: -1.79451 -1.21357 3.64056
H: 2.14417 -2.92903 4.19857
H: 1.17034 -4.68831 5.56267
H: -0.91971 1.78098 3.16191
H: -1.01077 3.37829 5.04634
H: 0.51186 3.10971 6.98618
H: 2.13583 1.23965 7.03512
H: 2.25617 -0.33607 5.16366
H: 3.52162 0.40216 3.15803
H: 5.75903 -0.55775 2.79417
H: 6.00829 -2.78673 1.74332
H: 4.00213 -4.05146 1.03169
H: 1.76731 -3.12795 1.39242

Forces on atoms 1 to 3 (eV/Å):
-6.033 2.928 2.281
-0.399 -0.336 -0.145
-0.277 -0.211 0.153

=====

No. 2
C35H42F5InN7OP as an isolated structure. Source: the OMol25 dataset; level of theory: wB97M-V/def2-TZVPD.

HOMO energy = -7.93 eV
LUMO energy = -0.065 eV
multiplicity = 1

Atoms and positions in Å:
In: 0.67779 -0.90520 -1.91057
C: 4.15917 -1.96956 1.02142
C: 2.99538 -2.13189 0.09767
N: 2.49661 -1.18410 -0.59455
N: 3.10464 0.05823 -0.54889
C: 2.90754 0.71412 -1.66588
O: 2.24232 0.27993 -2.68928
C: 3.49460 2.07681 -1.75911
C: 3.12105 2.90238 -2.81323
C: 3.61978 4.19422 -2.89489
C: 4.49670 4.66326 -1.92789
C: 4.87726 3.83711 -0.87694
C: 4.37793 2.54853 -0.79070
C: 2.39889 -3.48632 -0.07316
C: 2.25898 -4.35913 0.99937
C: 1.74339 -5.62278 0.76379
C: 1.41266 -5.97830 -0.53282
C: 1.59373 -5.03998 -1.53768
N: 2.06705 -3.81774 -1.32181
H: 4.58367 -0.97632 0.92639
H: 4.91547 -2.72675 0.81081
H: 3.82913 -2.11711 2.05308
H: 2.43252 2.52182 -3.55468
H: 3.32225 4.83558 -3.71437
H: 4.88614 5.67136 -1.99249
H: 5.56481 4.20061 -0.12371
H: 4.66059 1.89690 0.02466
H: 2.53545 -4.05057 1.99848
H: 1.60618 -6.31964 1.58021
H: 1.01872 -6.95795 -0.76539
H: 1.33991 -5.27587 -2.56561
N: -0.41826 0.45919 -0.96028
P: -1.10389 0.76440 0.37447
N: -1.44596 -0.51788 1.41886
C: -2.61541 -1.34662 1.13712
C: -3.13979 -1.94867 2.44622
C: -1.98211 -2.23606 3.41359
C: -0.72411 -2.55443 2.61558
C: -0.28322 -1.32152 1.81980
N: -0.22894 1.74463 1.39427
C: 0.75390 2.66821 0.82001
C: 1.82258 2.97576 1.85535
C: 1.21996 3.72283 3.05577
C: -0.25266 3.33648 3.26123
C: -0.50339 1.90003 2.82427
N: -2.59872 1.49975 0.14484
C: -3.28034 1.28285 -1.13796
C: -3.33406 2.57548 -1.93829
C: -4.19147 3.61976 -1.20366
C: -4.21468 3.33870 0.30419
C: -2.87891 2.79187 0.78509
H: -2.36655 -2.14081 0.42090
H: -3.38180 -0.72824 0.67327
H: -3.68579 -2.86890 2.22232
H: -3.84861 -1.25875 2.90856
H: -2.23822 -3.05723 4.08508
H: -1.79414 -1.35954 4.03918
H: -0.92821 -3.38665 1.93677
H: 0.09418 -2.87288 3.26506
H: 0.30830 -1.63899 0.94772
H: 0.36991 -0.69782 2.43245
H: 0.28049 3.60534 0.48993
H: 1.18427 2.19809 -0.05925
H: 2.62254 3.55720 1.39584
H: 2.26372 2.02614 2.17258
H: 1.29187 4.80134 2.89846
H: 1.79556 3.50163 3.95763
H: -0.89951 3.99566 2.67652
H: -0.54261 3.45657 4.30678
H: -1.52838 1.59854 3.03549
H: 0.13971 1.23424 3.41726
H: -4.29607 0.90409 -0.96558
H: -2.72860 0.52040 -1.68386
H: -3.72141 2.38745 -2.94133
H: -2.30627 2.92839 -2.05459
H: -5.21377 3.60848 -1.58791
H: -3.80000 4.62240 -1.39009
H: -4.99514 2.61126 0.54148
H: -4.45257 4.24511 0.86370
H: -2.90565 2.67097 1.86955
H: -2.09346 3.52754 0.56257
F: -0.82367 -3.52116 -0.77985
C: -1.09947 -3.41964 -2.09899
C: -0.48948 -2.44250 -2.85545
C: -0.89098 -2.35511 -4.17108
F: -0.36761 -1.39886 -4.96116
C: -1.81945 -3.21269 -4.73624
F: -2.17326 -3.10448 -6.01843
C: -2.38913 -4.19755 -3.94707
F: -3.28706 -5.03439 -4.46521
C: -2.03056 -4.30259 -2.61374
F: -2.59394 -5.23846 -1.84200

Forces on atoms 1 to 3 (eV/Å):
-0.072 -0.159 0.195
-0.017 -0.017 0.030
-0.086 -0.014 0.068

=====

No. 3
A 7-piece molecular cluster, C35H42N6O4S overall. Source: the OMol25 dataset; level of theory: wB97M-V/def2-TZVPD.

HOMO energy = -9.56 eV
LUMO energy = 0.391 eV
multiplicity = 1
SMILES = COCCOCC[SH](=O)=O.c1ccncc1.c1ccncc1.c1ccncc1.c1ccncc1.c1ccncc1.c1ccncc1

Atoms and positions in Å:
C: -2.60984 -0.59034 -4.87671
O: -1.88037 -1.72134 -5.32492
C: -0.48823 -1.49337 -5.45446
C: 0.29065 -2.74571 -5.07625
O: 0.80417 -2.71791 -3.75071
C: -0.22322 -2.79763 -2.78913
C: 0.41935 -2.60953 -1.41755
S: 0.26981 -0.95658 -0.82916
O: 1.37136 -0.65533 0.04152
O: -1.06477 -0.74374 -0.34922
H: -2.73669 0.11818 -5.69332
H: -3.58148 -0.95841 -4.56210
H: -2.09768 -0.08927 -4.05461
H: -0.27338 -1.25114 -6.49752
H: -0.16258 -0.67211 -4.81137
H: -0.33331 -3.62652 -5.24498
H: 1.15946 -2.82723 -5.72597
H: -1.01926 -2.07130 -2.97043
H: -0.67978 -3.79020 -2.81637
H: -0.02172 -3.24718 -0.65707
H: 1.48769 -2.79136 -1.50461
H: 0.45094 -0.21398 -1.95033
C: -1.27875 3.26405 0.27852
C: -1.73957 4.56528 0.15423
C: -3.10496 4.77024 0.02536
N: -3.99900 3.78460 0.01406
C: -3.53863 2.54128 0.13413
C: -2.19372 2.22408 0.26730
H: -0.21972 3.06091 0.38971
H: -1.05851 5.40609 0.16124
H: -3.50621 5.77373 -0.06929
H: -4.28888 1.75846 0.11892
H: -1.86759 1.19622 0.35696
C: -4.35305 -7.03692 -2.70244
C: -4.85630 -6.12215 -3.61290
C: -3.96400 -5.44126 -4.42834
N: -2.64610 -5.61519 -4.38409
C: -2.17905 -6.49664 -3.50303
C: -2.98229 -7.23081 -2.64440
H: -5.01666 -7.58841 -2.04925
H: -5.91859 -5.93746 -3.69247
H: -4.31825 -4.71873 -5.15545
H: -1.10035 -6.61668 -3.48861
H: -2.54338 -7.93363 -1.94973
C: 0.58831 4.53171 -4.78302
C: 0.25519 3.65898 -3.76009
C: -0.62746 2.62638 -4.03653
N: -1.17652 2.42308 -5.23179
C: -0.85018 3.27353 -6.20212
C: 0.02335 4.33697 -6.03183
H: 1.27358 5.35098 -4.60851
H: 0.66581 3.77681 -2.76818
H: -0.91830 1.92715 -3.25638
H: -1.31404 3.08973 -7.16507
H: 0.25268 4.99391 -6.85927
C: 3.26319 -0.51365 3.35761
C: 3.83347 -0.54724 2.09591
C: 5.21829 -0.56486 2.00439
N: 6.03311 -0.54931 3.05710
C: 5.46768 -0.51645 4.26054
C: 4.09609 -0.49861 4.46538
H: 2.18668 -0.50049 3.47273
H: 3.21782 -0.55971 1.20905
H: 5.70524 -0.59343 1.03544
H: 6.15307 -0.50277 5.10211
H: 3.69198 -0.47247 5.46896
C: -0.02830 6.40620 3.74701
C: -1.30158 6.08712 3.30433
C: -2.31662 7.01351 3.49305
N: -2.13736 8.19503 4.07820
C: -0.90936 8.48621 4.49924
C: 0.17490 7.63285 4.35807
H: 0.79138 5.71055 3.61865
H: -1.50759 5.14116 2.82453
H: -3.32621 6.80049 3.15819
H: -0.79157 9.45398 4.97448
H: 1.15142 7.92467 4.71945
C: 4.58746 -3.44386 8.73663
C: 4.40147 -2.92339 7.46656
C: 3.35411 -3.41203 6.70011
N: 2.51608 -4.35934 7.11417
C: 2.70834 -4.85011 8.33558
C: 3.72215 -4.42880 9.18335
H: 5.39301 -3.08916 9.36652
H: 5.05433 -2.15580 7.07359
H: 3.17623 -3.02940 5.70096
H: 2.01256 -5.62107 8.64834
H: 3.82854 -4.86410 10.16739

Forces on atoms 1 to 3 (eV/Å):
0.012 -0.328 -0.572
0.107 -0.069 0.577
-0.236 -0.417 -0.189

=====

Question: Which formula does entry 2 have?
Answer: C35H42F5InN7OP

=====

Question: Among the records above, which one has the highest multiplicity?
Answer: C35H42Cl2EuN2O3P